#w
A 3-piece molecular cluster, C5H13NO2 overall, computed with ωB97M-V/def2-TZVPD.

Structure (XYZ):
```
21
Properties=species:S:1:pos:R:3
C -1.26 -0.50 2.49
N -0.36 0.41 2.29
C 0.18 0.29 0.98
C -0.32 0.97 -0.07
C 0.06 0.88 -1.49
C -0.47 1.96 -2.38
H -1.62 -0.60 3.48
H -1.74 -0.86 1.72
H 0.99 -0.36 1.08
H -1.15 1.58 0.22
H 1.20 0.96 -1.47
H -0.39 -0.05 -1.94
H 0.04 2.92 -2.43
H -1.42 2.32 -1.90
H -0.60 1.68 -3.35
O -1.24 -3.58 -0.07
H -0.75 -4.26 0.40
H -2.00 -3.57 -0.61
O 3.69 -0.04 1.38
H 4.29 0.13 0.62
H 2.85 -0.27 1.06
```

Values from the calculation:
Kohn-Sham gap: 0.3434 Ha
SMILES string: C=N/C=C/CC.O.O
2S+1: 1

***

#x
A 2-piece molecular cluster, C5H13NO2 overall, computed with ωB97M-V/def2-TZVPD.

Structure (XYZ):
```
21
Properties=species:S:1:pos:R:3
C 0.34 2.21 0.47
C 0.04 1.50 1.55
C -0.66 2.03 2.76
O 0.39 0.17 1.60
H 0.06 3.26 0.43
H 0.88 1.81 -0.37
H -0.91 3.08 2.63
H -1.58 1.48 2.93
H -0.03 1.95 3.65
H 0.09 -0.19 2.43
N -0.39 -0.02 -1.98
C -0.36 -1.49 -2.09
C 0.79 -2.03 -1.28
O 0.75 -3.45 -1.39
H -0.72 0.25 -1.06
H -1.06 0.33 -2.65
H -0.22 -1.76 -3.14
H -1.28 -1.98 -1.75
H 0.68 -1.72 -0.23
H 1.73 -1.63 -1.67
H 1.44 -3.81 -0.85
```

Values from the calculation:
Kohn-Sham gap: 0.3539 Ha
SMILES string: C=C(C)O.NCCO
2S+1: 1

***

Stability check: which of them is least stable? #w.